{"formula": "C32H38FN2O25", "method": "wB97M-V/def2-TZVPD", "lumo_ev": -3.95, "energy_ev": -90679.16122, "e_homo_ev": -12.2, "gap_ha": 0.3019, "total_charge": 1, "species": ["H", "H", "H", "H", "H", "O", "H", "O", "H", "C", "H", "C", "C", "O", "H", "C", "H", "O", "H", "C", "O", "O", "O", "H", "H", "H", "C", "O", "O", "H", "C", "O", "O", "C", "H", "O", "C", "C", "C", "H", "C", "H", "O", "H", "C", "H", "H", "H", "H", "C", "O", "H", "O", "C", "H", "C", "C", "F", "O", "C", "C", "H", "C", "O", "C", "C", "O", "O", "C", "H", "H", "O", "H", "H", "C", "C", "O", "N", "C", "H", "H", "O", "O", "C", "O", "H", "H", "C", "H", "C", "C", "C", "C", "O", "N", "H", "H", "H"], "coordinates": [[1.618, 2.555, -5.680], [1.348, -2.861, 3.592], [9.252, 0.648, 5.432], [-4.050, -3.746, -8.136], [-5.094, -3.527, -0.648], [5.847, 3.071, 4.735], [6.972, -0.966, 5.305], [1.331, -0.638, -4.006], [-2.382, -3.172, -7.951], [3.898, 2.518, 2.568], [-5.506, 3.191, 4.769], [-2.006, -0.357, -3.420], [-6.866, -3.245, 1.984], [6.399, 6.351, -1.958], [-7.660, -0.774, 3.732], [-3.905, -1.681, -7.453], [-2.883, -0.233, -4.050], [-6.728, 1.606, 4.276], [-6.094, -0.719, 2.908], [5.023, 3.072, -3.903], [-8.292, 3.184, 4.420], [-0.894, -0.851, -4.186], [3.052, 0.235, 0.181], [-4.480, -1.367, -8.319], [2.962, 0.654, -4.845], [8.065, 0.658, 6.750], [-7.065, -1.214, 2.942], [-4.741, -1.744, -6.291], [-3.316, -2.463, -0.951], [-2.232, -1.068, -2.631], [6.647, 5.422, -2.598], [-6.864, -2.612, 3.177], [-0.051, 0.677, -2.812], [2.108, 2.574, -4.717], [2.682, 3.890, 1.376], [4.114, -2.466, 3.893], [-7.513, 3.297, 5.617], [3.992, -3.791, 3.625], [6.467, 2.386, -2.109], [1.791, 3.314, -3.995], [6.535, 2.116, 4.924], [-8.848, -1.281, 1.701], [6.117, 0.845, 4.736], [-1.630, 1.787, -3.548], [5.706, 1.268, -1.936], [-7.523, -0.334, 1.006], [7.640, -0.221, 3.841], [2.773, -0.899, 3.635], [-3.425, -4.957, 0.349], [-3.390, -3.103, -7.553], [2.892, -4.023, 2.872], [-3.443, -5.667, -1.274], [-6.558, -4.382, 1.822], [-3.294, -4.749, -0.714], [1.640, -2.714, 1.847], [-4.323, -2.778, -5.525], [3.160, -1.756, 3.094], [7.503, 2.612, -1.333], [3.616, 2.400, 0.293], [6.133, 3.301, -3.108], [4.249, 1.944, -3.681], [3.426, 2.892, 3.469], [-2.036, -2.888, -0.933], [-7.266, -2.409, 0.992], [8.207, 0.808, 5.679], [3.647, 3.383, 1.347], [-8.427, 1.638, 2.794], [-4.690, -2.982, -4.412], [3.054, 1.666, -4.467], [4.430, 4.116, 1.173], [3.652, -1.410, 2.185], [-1.967, -4.230, -0.928], [4.053, 0.272, -2.551], [5.922, 0.549, -1.164], [-1.463, 0.945, -2.874], [0.227, -0.304, -3.696], [4.751, -4.623, 3.995], [4.632, 1.092, -2.712], [3.300, 1.204, 0.833], [-3.106, -0.960, -7.271], [-8.056, 2.822, 6.435], [7.810, 2.149, 5.347], [-1.092, -2.155, -0.933], [7.254, -0.025, 4.842], [-3.420, -3.530, -6.187], [-4.369, -3.653, -2.263], [4.950, 2.358, 2.766], [-7.765, -1.206, 1.605], [-5.790, 2.031, 6.082], [2.117, -2.819, 2.818], [-6.248, 2.548, 5.244], [-7.871, 2.100, 3.738], [-4.159, -3.606, -1.196], [3.320, 1.257, 2.168], [6.930, 4.449, -3.292], [4.756, 3.766, -4.680], [-1.848, 1.193, -1.890], [-7.341, 4.341, 5.861]]}

***

{"formula": "C32H38MnN7O3PS2Te", "method": "wB97M-V/def2-TZVPD", "lumo_ev": [-4.24, -4.32], "spin_multiplicity": 4, "s_squared": 3.77, "e_above_lowest_ev": 0.0000, "energy_ev": -119935.18114, "e_homo_ev": [-12.7, -12.6], "gap_ha": [0.3097, 0.3050], "total_charge": 2, "species": ["H", "N", "H", "H", "H", "H", "H", "P", "C", "C", "H", "H", "C", "H", "C", "C", "C", "H", "C", "C", "H", "N", "C", "C", "C", "C", "C", "C", "H", "C", "O", "C", "C", "N", "H", "H", "C", "H", "C", "H", "S", "H", "H", "Te", "Mn", "C", "N", "H", "C", "C", "H", "H", "H", "N", "C", "C", "C", "H", "C", "H", "H", "C", "H", "C", "C", "H", "H", "O", "H", "H", "C", "H", "N", "H", "O", "C", "H", "N", "H", "H", "H", "H", "C", "H", "S"], "coordinates": [[-1.713, 5.606, -1.045], [1.346, -0.245, -2.397], [6.845, 3.271, -0.609], [-1.377, -2.767, 4.006], [1.249, -5.995, -2.661], [1.346, -1.594, -6.206], [3.401, -5.361, 0.096], [0.778, -2.881, -3.236], [-1.100, 3.558, -1.245], [1.680, -3.344, -1.721], [-0.542, 2.435, 4.640], [4.983, 4.658, -1.820], [-2.222, -1.240, 2.754], [-1.543, 4.540, 2.850], [2.628, -3.270, 0.216], [1.965, 0.867, -2.892], [0.463, 4.006, 1.018], [-1.317, 4.657, 4.611], [-3.510, -2.632, 4.208], [3.529, 2.312, 0.062], [-3.300, 0.230, 1.634], [2.266, -4.551, -1.522], [1.201, 4.278, 2.299], [-2.996, -2.407, -2.080], [-4.594, -0.953, 2.886], [-2.359, -1.509, -1.274], [5.779, 3.129, -0.531], [1.391, -1.169, -3.356], [2.794, -5.445, -3.352], [-0.857, 4.830, 3.641], [0.263, -0.577, 3.173], [4.793, 3.833, -1.149], [-2.284, -2.269, 3.688], [-1.024, -1.542, -1.557], [-0.332, 1.574, -1.233], [-0.586, 5.878, 3.540], [0.027, 2.540, 3.720], [-2.760, -0.870, -0.508], [-6.006, -2.391, 4.401], [0.937, 1.952, 3.776], [-0.656, -0.797, 2.081], [-5.984, -2.328, 5.489], [2.830, -2.293, -5.518], [1.916, 1.281, 0.934], [0.521, -0.759, -0.558], [-0.281, 2.550, -0.752], [0.368, 3.988, 3.545], [2.775, -6.518, -1.945], [-3.369, -0.580, 2.349], [3.495, 3.364, -0.810], [-1.723, 3.367, -2.108], [-3.207, -4.507, -3.659], [2.083, 1.765, -2.313], [2.028, -0.675, -4.441], [2.267, -5.690, -2.432], [2.390, 0.611, -4.163], [2.282, -1.371, -5.698], [2.097, 3.667, 2.404], [0.527, 2.773, 0.356], [2.918, -2.869, 1.172], [2.581, 3.808, -1.183], [-2.275, -3.996, -3.883], [-3.565, -3.431, 4.938], [-0.335, 5.019, 0.488], [-0.842, -2.452, -2.507], [0.966, 4.249, 4.329], [-4.033, -2.680, -2.165], [-0.243, -1.874, 1.151], [2.913, 1.220, -4.878], [-2.350, -3.521, -4.860], [-1.106, 4.806, -0.644], [-6.815, -1.759, 4.039], [1.900, -2.551, -0.679], [-6.239, -3.424, 4.140], [-0.864, 0.404, 1.237], [2.868, -4.514, -0.298], [-0.346, 5.993, 0.963], [-2.029, -2.999, -2.847], [-0.569, 2.208, 2.872], [1.488, 5.327, 2.374], [2.883, -0.725, -6.331], [-1.471, -4.726, -3.895], [-4.684, -1.981, 3.817], [-5.493, -0.431, 2.580], [5.144, 1.906, 0.483]]}

***

{"formula": "C32H39Br3ClN4O3S2", "method": "wB97M-V/def2-TZVPD", "lumo_ev": -4.47, "energy_ev": -290232.82239, "e_homo_ev": -10.5, "gap_ha": 0.2227, "total_charge": 1, "species": ["C", "S", "C", "N", "H", "H", "H", "H", "N", "C", "C", "C", "O", "C", "C", "H", "H", "C", "C", "C", "C", "Cl", "H", "H", "H", "H", "C", "C", "Br", "H", "H", "Br", "C", "H", "H", "H", "H", "C", "C", "H", "H", "C", "C", "H", "H", "H", "H", "H", "C", "H", "H", "H", "H", "C", "C", "H", "Br", "H", "H", "O", "C", "H", "C", "C", "C", "C", "S", "H", "C", "H", "N", "H", "H", "C", "C", "N", "C", "C", "C", "H", "H", "H", "H", "O"], "coordinates": [[4.063, -5.543, -3.464], [-5.307, 0.780, 4.049], [-6.092, -0.936, 0.973], [-4.265, 0.661, 1.568], [-2.957, 4.939, 2.444], [-1.018, 1.018, 1.752], [4.516, -6.449, -3.869], [-6.462, -0.970, 1.985], [2.602, -0.104, 2.740], [-6.313, -1.677, -1.319], [5.234, 0.906, -0.609], [-0.509, 2.462, 0.278], [5.456, 1.578, 0.342], [-4.491, 2.080, 1.443], [3.505, -0.245, 1.811], [0.579, 1.119, -1.415], [-4.902, 5.931, 1.247], [-4.556, -0.146, -0.701], [6.212, -1.754, -0.704], [5.887, 1.116, -1.935], [1.597, 0.792, -1.327], [-1.126, -0.278, -0.138], [-7.607, -2.286, 0.261], [-0.036, 1.434, 3.423], [-2.519, 2.221, -0.509], [1.046, 0.526, 4.420], [-0.404, 1.024, 0.865], [-1.558, 2.626, -0.812], [5.138, -0.855, 2.463], [2.088, -2.379, -2.487], [-4.882, -0.874, -2.696], [0.826, 0.367, -3.984], [-3.689, 4.309, 1.962], [5.907, -4.422, -3.391], [6.387, -2.788, -0.436], [-6.309, 1.981, 0.318], [0.426, -1.903, -2.520], [0.474, 0.483, 3.503], [1.018, 0.594, 1.137], [6.400, 0.229, -2.286], [4.229, -3.207, -2.333], [1.976, 0.446, 0.089], [1.827, -0.266, -2.423], [6.791, -1.122, -0.040], [6.562, 1.959, -1.881], [4.977, -4.195, -4.878], [3.058, -5.440, -3.874], [-2.711, 2.494, 2.557], [-6.745, -1.693, 0.001], [-2.002, -0.271, 5.116], [-0.600, -1.197, 2.612], [-0.149, -1.387, 4.311], [-1.708, 3.685, -1.004], [-3.547, 2.932, 2.024], [-1.892, -0.184, 4.040], [5.117, 1.315, -2.674], [2.633, 2.414, -1.760], [-1.288, 2.155, -1.755], [-2.022, 0.868, 3.795], [4.300, -3.125, -3.292], [3.235, 0.019, 0.454], [-6.810, -2.259, -2.078], [-4.780, 4.862, 1.289], [-4.993, -0.154, 0.626], [4.895, -4.320, -3.800], [-5.584, 2.632, 0.780], [-3.206, -1.157, 3.246], [6.569, -1.635, -1.721], [-5.716, 4.015, 0.705], [-6.568, 4.439, 0.196], [4.230, -0.157, -0.567], [-0.804, 3.119, 1.093], [0.462, 2.796, -0.069], [-4.342, 0.195, 2.902], [-5.205, -0.895, -1.667], [1.416, 0.324, 2.373], [-0.521, -0.689, 3.569], [4.739, -1.494, -0.619], [1.379, -1.680, -2.056], [2.855, -0.247, -2.749], [1.359, -1.865, -0.989], [-3.703, 0.465, -0.963], [3.966, -5.659, -2.382], [3.962, -2.400, -0.582]]}